Entry 1:
8 unconnected molecules or ions with the total composition C31H44O26 in a non-equilibrium geometry, computed with wB97M-V/def2-TZVPD.

Last column: Mulliken charge in e.
Atoms and positions in Å:
C 4.74 0.25 1.39  -0.65
C 5.16 1.07 0.35  -0.35
C 4.13 1.92 -0.32  0.79
O 4.03 1.95 -1.49  -0.57
O 3.25 2.72 0.43  -0.37
C 1.94 2.10 0.27  -0.57
C 0.95 2.46 1.41  -0.65
C -0.48 2.54 0.80  -0.82
C -1.53 1.77 1.64  -0.91
C -2.59 1.06 0.78  -0.78
C -2.02 -0.02 -0.13  -0.09
O -1.56 -1.20 0.58  -0.26
C -0.23 -1.32 0.58  0.62
O 0.31 -1.69 1.55  -0.49
O 0.52 -1.08 -0.54  -0.42
H 4.60 0.62 2.41  0.22
H 4.51 -0.80 1.16  0.27
H 6.19 1.16 0.00  0.57
H 1.55 2.38 -0.71  0.37
H 2.12 1.01 0.36  0.25
H 1.22 3.41 1.88  0.48
H 1.03 1.68 2.16  0.35
H -0.46 2.17 -0.24  0.39
H -0.81 3.58 0.72  0.51
H -1.06 1.02 2.30  0.39
H -2.02 2.51 2.28  0.48
H -3.42 0.69 1.40  0.33
H -3.03 1.82 0.11  0.37
H -1.27 0.44 -0.78  0.07
H -2.83 -0.35 -0.79  0.32
H 0.62 -0.12 -0.62  0.13
O 3.34 2.99 3.84  -0.50
C 4.37 2.90 4.42  0.68
O 5.11 1.76 4.46  -0.29
C 6.38 2.10 5.03  -0.33
C 6.06 3.34 5.84  -0.37
O 4.96 3.90 5.11  -0.32
H 6.76 1.29 5.65  0.30
H 7.09 2.30 4.23  0.26
H 5.73 3.11 6.85  0.28
H 6.89 4.04 5.88  0.31
O 7.15 8.05 1.70  -0.52
C 6.64 7.02 1.42  0.54
O 6.91 5.83 2.04  -0.39
C 5.95 4.88 1.58  0.07
C 5.52 5.45 0.26  -0.10
O 5.71 6.86 0.44  -0.37
H 6.39 3.89 1.49  0.25
H 5.12 4.83 2.30  0.05
H 6.15 5.11 -0.57  0.28
H 4.48 5.23 0.02  0.18
O -6.06 -0.74 0.65  -0.57
C -5.66 -1.86 0.68  0.77
O -4.68 -2.35 -0.14  -0.38
C -4.32 -3.63 0.36  -0.39
C -5.54 -4.06 1.12  -0.01
O -6.10 -2.81 1.54  -0.36
H -4.08 -4.31 -0.46  0.37
H -3.44 -3.53 1.00  0.26
H -6.27 -4.58 0.50  -0.07
H -5.31 -4.68 1.98  0.34
O -8.38 -5.99 -0.85  -0.53
C -8.00 -5.26 -1.72  0.60
O -7.20 -5.64 -2.74  -0.37
C -7.16 -4.57 -3.68  -0.43
C -7.50 -3.37 -2.83  -0.08
O -8.32 -3.95 -1.81  -0.11
H -6.17 -4.49 -4.14  0.35
H -7.90 -4.76 -4.46  0.27
H -6.63 -2.92 -2.37  0.02
H -8.05 -2.61 -3.38  0.33
O 9.38 0.41 0.92  -0.53
C 9.39 0.04 -0.21  0.68
O 10.39 0.27 -1.09  -0.32
C 10.13 -0.52 -2.25  -0.33
C 8.64 -0.72 -2.19  -0.29
O 8.38 -0.67 -0.78  -0.29
H 10.45 0.00 -3.15  0.30
H 10.68 -1.46 -2.18  0.26
H 8.08 0.08 -2.68  0.25
H 8.32 -1.68 -2.60  0.30
O -13.61 -1.53 1.13  -0.51
C -12.62 -2.08 0.80  0.57
O -11.83 -1.70 -0.24  -0.36
C -10.63 -2.47 -0.18  0.09
C -11.06 -3.69 0.58  -0.25
O -12.12 -3.19 1.40  -0.35
H -10.27 -2.70 -1.18  0.10
H -9.87 -1.89 0.35  0.16
H -11.45 -4.48 -0.07  0.27
H -10.26 -4.11 1.19  0.28
O -1.77 -0.93 -5.95  -0.53
C -0.70 -0.98 -5.43  0.64
O 0.11 -2.08 -5.43  -0.34
C 1.38 -1.68 -4.91  -0.36
C 1.03 -0.47 -4.09  0.19
O -0.12 0.05 -4.75  -0.34
H 1.82 -2.48 -4.32  0.31
H 2.04 -1.45 -5.75  0.26
H 0.76 -0.72 -3.06  -0.18
H 1.83 0.27 -4.07  0.37

The calculation puts the total energy at -3163.7985 Eh. As for the maximum force: 5.1 eV Å⁻¹. As for the SMILES: C=CC(=O)OCCCCCCOC(=O)O.O=C1OCCO1.O=C1OCCO1.O=C1OCCO1.O=C1OCCO1.O=C1OCCO1.O=C1OCCO1.O=C1OCCO1. The multiplicity is 1. Its energy above the lowest of the compared OMol25 structures with the same formula, charge and spin is 0.000 eV. The charge is 0. The HOMO-LUMO gap is 7.19 eV.

Entry 2:
4 unconnected molecules or ions with the total composition C31H45F10IN6O11P in a non-equilibrium geometry, computed with wB97M-V/def2-TZVPD.

Last column: Mulliken charge in e.
Atoms and positions in Å:
C 3.60 2.46 1.77  -0.45
C 3.77 0.87 1.61  -0.64
N 2.45 0.18 1.72  0.29
N 2.38 -0.98 0.98  1.74
C 3.37 -2.10 1.09  -0.91
C 2.64 -3.25 2.00  -0.41
C 2.67 -2.87 3.58  0.05
C 1.97 -3.97 4.52  -0.99
N 0.78 -4.63 3.92  0.33
C 0.66 -5.72 2.97  -0.36
C -0.82 -6.06 2.67  -0.50
C -1.71 -5.09 3.53  -0.52
C -0.58 -4.26 4.25  -0.24
C 1.35 -1.08 0.13  -2.92
N 1.09 -2.25 -0.74  0.82
P 2.05 -2.41 -2.23  -0.25
N 3.46 -1.31 -2.22  -0.40
O 1.16 -1.88 -3.62  -0.38
C -0.40 -2.24 -0.85  -0.69
C -1.05 -0.81 -0.34  0.41
C -1.66 -0.90 1.17  -1.10
C -2.05 0.55 1.78  -0.36
C -3.25 0.25 2.86  -1.16
I -0.46 1.51 2.91  0.12
C -2.02 -0.38 -1.53  0.72
F -1.39 -0.57 -2.83  -0.30
F -2.37 1.03 -1.51  -0.38
C -3.42 -1.16 -1.62  0.57
F -3.48 -2.37 -0.89  -0.26
F -3.64 -1.53 -3.00  -0.31
C -4.71 -0.29 -1.21  0.53
F -4.64 0.31 0.07  -0.14
F -5.11 0.63 -2.23  -0.22
F -5.80 -1.23 -1.13  -0.27
N 0.24 -0.10 -0.08  1.77
C 0.77 0.88 -1.06  -0.49
O 0.22 2.22 -0.85  -0.17
C 0.45 3.04 -2.02  -0.37
C 1.71 4.04 -1.80  -0.86
H 3.00 2.91 0.91  -0.02
H 3.03 2.63 2.76  -0.12
H 4.64 2.91 1.91  0.42
H 4.38 0.55 0.68  0.29
H 4.41 0.52 2.52  0.37
H 2.14 0.05 2.70  0.03
H 3.64 -2.60 0.10  0.19
H 4.33 -1.84 1.64  0.54
H 3.22 -4.23 1.87  0.38
H 1.56 -3.47 1.63  0.21
H 2.12 -1.87 3.69  -0.03
H 3.77 -2.69 3.90  0.28
H 2.72 -4.75 4.89  0.30
H 1.59 -3.41 5.46  0.35
H 1.56 -6.24 2.50  0.30
H -1.29 -6.85 2.00  0.34
H -2.84 -4.97 3.62  0.37
H -0.97 -3.47 4.97  0.29
H 4.28 -1.78 -1.82  0.36
H 3.24 -0.42 -1.76  0.25
H 1.42 -0.93 -3.79  0.31
H -0.90 -2.78 -1.73  0.33
H -0.71 -2.92 0.03  0.17
H -0.78 -1.27 1.84  0.10
H -2.48 -1.68 1.28  0.64
H -2.49 1.27 0.98  0.46
H -3.78 1.19 3.20  0.34
H -2.70 -0.17 3.79  0.37
H -3.96 -0.58 2.51  0.32
H 1.90 0.99 -0.81  -0.12
H 0.74 0.55 -2.16  0.18
H 0.48 2.47 -3.01  0.26
H -0.47 3.75 -2.10  0.38
H 1.87 4.76 -2.66  0.38
H 2.62 3.36 -1.60  0.10
H 1.42 4.69 -0.89  0.30
C -7.65 0.74 -4.38  -0.28
C -8.19 1.08 -5.73  0.36
O -9.59 1.02 -5.53  -0.30
C -9.79 1.35 -4.22  0.62
O -10.85 1.66 -3.76  -0.50
O -8.63 1.27 -3.51  -0.29
F -7.85 0.14 -6.64  -0.28
H -7.57 -0.34 -4.21  0.24
H -6.67 1.20 -4.19  0.14
H -7.91 2.07 -6.09  0.28
C 4.29 4.12 6.38  -0.46
C 2.92 4.62 6.07  0.31
O 2.37 3.60 5.27  -0.23
C 2.99 2.45 5.67  0.64
O 2.59 1.35 5.41  -0.50
O 4.10 2.71 6.41  -0.31
F 2.97 5.76 5.35  -0.28
H 5.02 4.37 5.60  0.28
H 4.67 4.49 7.34  0.28
H 2.29 4.77 6.95  0.29
C 2.82 2.31 -6.91  -0.47
C 1.42 1.78 -6.88  0.25
O 1.37 1.09 -5.65  -0.25
C 2.25 1.74 -4.83  0.56
O 2.28 1.61 -3.64  -0.34
O 3.09 2.55 -5.54  -0.34
F 1.22 0.89 -7.88  -0.28
H 3.54 1.58 -7.31  0.30
H 2.90 3.23 -7.49  0.29
H 0.65 2.55 -6.91  0.30

The calculation puts the total energy at -4001.6113 Eh. As for the maximum force: 6.9 eV Å⁻¹. The multiplicity is 1. Its energy above the lowest of the compared OMol25 structures with the same formula, charge and spin is 9.353 eV. The charge is +1. The HOMO-LUMO gap is 6.51 eV.

Entry 3:
A molecular structure, C31H45FN3O3P2S in a non-equilibrium geometry, computed with wB97M-V/def2-TZVPD.

Last column: Mulliken charge in e.
Atoms and positions in Å:
C -0.92 -2.65 -3.54  -1.36
C -0.36 -2.91 -2.33  -0.20
C 0.43 -1.91 -1.54  2.72
C 1.73 -1.76 -2.41  -1.21
O 2.30 -0.47 -2.47  -0.48
C 3.23 -0.04 -1.54  0.75
C 3.34 1.35 -1.42  -0.21
C 4.30 1.90 -0.57  -0.55
C 5.14 1.09 0.19  -0.71
C 5.03 -0.30 0.07  -0.73
C 4.09 -0.86 -0.82  -0.49
C 0.91 -2.44 -0.19  -4.31
C -0.14 -2.47 0.97  2.71
C -1.07 -3.63 0.59  -0.63
C -2.38 -3.88 0.80  -1.51
C 0.80 -3.00 2.14  -2.25
C 0.45 -2.99 3.62  0.67
C -0.76 -3.76 4.08  -1.28
F 1.57 -3.63 4.20  -0.42
C -0.74 -1.00 1.07  1.12
P -1.88 -0.75 2.58  -0.16
N -2.93 -1.87 2.85  -0.74
P 0.70 0.11 1.68  0.23
S 0.09 1.74 2.58  -0.27
C -1.28 -0.39 -0.30  -0.53
C -1.38 1.16 -0.33  -1.77
C -2.48 1.98 0.32  -0.72
N -2.61 3.20 0.03  -0.70
C -2.58 -0.99 -0.89  1.79
C -3.85 -0.99 -0.03  -1.62
C -2.98 -0.50 -2.30  -1.24
C -3.74 0.83 -2.44  -1.49
N -0.19 -0.58 -1.36  0.17
H -1.99 -2.77 -3.69  0.37
H -0.34 -2.29 -4.38  0.29
H -0.43 -3.90 -1.91  0.45
H 1.53 -2.01 -3.44  0.50
H 2.40 -2.54 -2.07  0.35
H 2.71 2.00 -2.00  0.72
H 4.41 2.97 -0.51  0.43
H 5.88 1.51 0.85  0.46
H 5.66 -0.96 0.64  0.46
H 4.06 -1.93 -0.91  0.40
H 1.20 -3.47 -0.35  0.80
H 1.81 -1.91 0.10  0.34
H -0.54 -4.43 0.10  0.55
H -2.97 -4.23 -0.04  0.33
H -2.90 -3.80 1.74  0.34
H 1.77 -2.52 2.05  0.46
H 1.00 -4.04 1.88  0.64
H 0.53 -1.99 4.04  0.28
H -1.24 -4.35 3.32  0.18
H -0.45 -4.44 4.86  0.55
H -1.47 -3.09 4.57  0.27
H -2.50 0.50 2.51  0.26
H -1.02 -0.67 3.68  0.22
H -3.87 -1.50 2.86  0.26
H 1.42 -0.59 2.64  0.29
H 1.59 0.36 0.61  0.01
H -1.46 1.42 -1.39  0.94
H -0.44 1.64 -0.05  1.02
H -3.21 1.63 1.03  0.39
H -1.91 3.50 -0.65  0.28
H -2.39 -2.05 -1.04  -0.34
H -3.90 -0.26 0.76  0.33
H -4.74 -0.87 -0.64  0.42
H -3.98 -1.95 0.45  0.32
H -3.64 -1.27 -2.67  0.68
H -2.16 -0.47 -3.03  0.03
H -4.29 1.13 -1.56  0.33
H -3.07 1.65 -2.68  0.39
H -4.44 0.75 -3.27  0.44
H -0.46 -0.21 -2.27  0.93
H 0.57 0.05 -1.06  0.07
C 1.98 6.24 -1.61  -0.35
C 1.85 7.45 -1.08  -0.39
C 1.65 7.63 0.38  0.27
O 1.54 8.73 0.87  -0.52
C 1.60 6.40 1.22  -0.39
C 1.72 5.19 0.68  -0.15
C 1.92 5.02 -0.77  0.12
O 2.04 3.91 -1.28  -0.40
H 2.12 6.08 -2.67  0.44
H 1.89 8.35 -1.67  0.42
H 1.46 6.55 2.28  0.45
H 1.69 4.29 1.27  0.46

The calculation puts the total energy at -2778.4294 Eh. As for the maximum force: 3.3 eV Å⁻¹. The multiplicity is 1. The charge is +1. The HOMO-LUMO gap is 7.47 eV.